--- a ---
A molecular structure, CH3IS2. Source: the Open Molecules 2025 dataset; level of theory: the ωB97M-V functional and the def2-TZVPD basis.

```
7
Properties=species:S:1:pos:R:3:nbo_charge:R:1
C 0.74659 0.20979 0.03147 -0.72
S 1.40074 -1.45288 -0.71868 0.29
S 1.14713 -3.04643 0.38734 -0.13
I 3.94797 0.12284 -0.03061 -0.16
H 1.46897 0.52081 0.83306 0.25
H -0.24300 0.00549 0.46848 0.23
H 0.82842 0.88632 -0.82267 0.24
```

HOMO (alpha / beta)	-9.19 / -9.45	eV
frontier orbital gap (alpha / beta)	0.2392 / 0.2665	hartree



--- b ---
CH3IS2 in the gas phase. Source: the Open Molecules 2025 dataset; level of theory: the ωB97M-V functional and the def2-TZVPD basis.

```
7
Properties=species:S:1:pos:R:3:nbo_charge:R:1
C 0.67145 -0.33013 0.34937 -0.81
S -0.68636 0.82837 0.07566 0.37
S -2.20511 0.88122 1.18070 -0.13
I -0.65904 0.28365 -2.86375 -0.19
H 0.57598 -1.05024 1.20892 0.25
H 1.41980 0.38846 0.57657 0.24
H 0.88328 -1.00133 -0.52748 0.27
```

HOMO (alpha / beta)	-9.10 / -8.90	eV
frontier orbital gap (alpha / beta)	0.2615 / 0.2362	hartree



Most stable structure: a



--- a ---
C3HN3O in the gas phase. Source: the Open Molecules 2025 dataset; level of theory: the ωB97M-V functional and the def2-TZVPD basis.

```
8
Properties=species:S:1:pos:R:3:nbo_charge:R:1
N 0.30066 1.07078 -1.02613 -0.55
C -0.05730 1.48265 -2.06840 0.34
C 0.28956 0.17755 0.02890 -0.05
C -0.91175 -0.04646 0.81990 0.38
O -1.06302 -1.01783 1.52504 -0.53
N 1.92267 -1.63207 0.03408 0.14
N 1.19125 -0.78290 0.00242 0.11
H -1.67208 0.74828 0.68420 0.14
```

HOMO	-9.66	eV
frontier orbital gap	0.3369	hartree



--- b ---
C3HN3O in the gas phase. Source: the Open Molecules 2025 dataset; level of theory: the ωB97M-V functional and the def2-TZVPD basis.

```
8
Properties=species:S:1:pos:R:3:nbo_charge:R:1
N 2.51812 0.57798 0.05141 -0.20
C 1.39524 0.35388 -0.00114 0.18
C 0.01926 0.30414 -0.03877 -0.07
C -0.86432 1.26081 -0.59453 0.21
N -1.58651 2.09710 -0.91527 -0.20
N -0.47098 -1.07099 0.36886 -0.01
O -1.48975 -1.86831 0.59896 -0.29
H 0.47893 -1.65461 0.53048 0.37
```

HOMO (alpha / beta)	-10.38 / -10.62	eV
SMILES string	N#CC(C#N)=[NH+][O-]
frontier orbital gap (alpha / beta)	0.3168 / 0.2956	hartree



--- c ---
2 unconnected molecules or ions with the total composition C3HN3O. Source: the Open Molecules 2025 dataset; level of theory: the ωB97M-V functional and the def2-TZVPD basis.

```
8
Properties=species:S:1:pos:R:3:nbo_charge:R:1
C -2.89631 0.64921 0.39741 0.31
C -1.62400 -1.66793 0.07024 0.18
C -0.38750 -1.10023 -0.30813 0.40
N -2.34650 0.65725 -0.63564 -0.81
N -2.53301 -2.32048 0.26687 -0.15
N 0.74332 -0.76373 -0.04746 -0.02
O 0.04581 -0.41646 -1.39628 -0.42
H -1.51658 0.90306 -1.39174 0.50
```

HOMO	-11.12	eV
frontier orbital gap	0.3736	hartree



Most stable structure: a



--- a ---
2 unconnected molecules or ions with the total composition C2H2FO2S. Source: the Open Molecules 2025 dataset; level of theory: the ωB97M-V functional and the def2-TZVPD basis.

```
8
Properties=species:S:1:pos:R:3:nbo_charge:R:1
C 2.53301 -0.22271 -0.26965 -0.03
C -0.90051 0.80639 -0.19530 -0.40
O -1.75721 0.36108 -1.17641 -0.67
O -3.05272 0.10909 1.13745 -0.97
F 2.67639 -1.64340 0.04745 -0.45
S -2.00208 -0.39565 0.29925 1.32
H 2.35485 0.32140 0.65376 0.03
H 0.14828 0.66380 -0.49655 0.16
```

HOMO (alpha / beta)	-3.76 / -1.99	eV
frontier orbital gap (alpha / beta)	0.2750 / 0.1669	hartree
net charge	-1



--- b ---
2 unconnected molecules or ions with the total composition C2H2FO2S. Source: the Open Molecules 2025 dataset; level of theory: the ωB97M-V functional and the def2-TZVPD basis.

```
8
Properties=species:S:1:pos:R:3:nbo_charge:R:1
C -1.45188 0.48571 0.22321 0.76
C -0.43641 -0.58193 0.41014 0.28
O -2.27585 1.21977 0.62950 -0.54
O -0.95078 -0.14558 -0.86108 -0.45
F -0.96746 -1.80961 0.72865 -0.37
S 2.84544 0.70153 -0.17030 -1.06
H 0.69937 -0.71079 0.54761 0.26
H 2.53757 0.84091 -1.50774 0.09
```

HOMO	-2.93	eV
frontier orbital gap	0.2399	hartree
net charge	-1



Most stable structure: b